# C15H23AuCl3N2O2Te

A molecular structure, C15H23AuCl3N2O2Te (ωB97M-V with the def2-TZVPD basis set, OMol25).

```
47
Properties=species:S:1:pos:R:3:forces:R:3:lowdin_charge:R:1
Au 1.004572 -0.159185 1.446909 0.480 -0.066 0.725 0.5276
N -0.992034 -1.618693 2.260258 0.006 -0.223 -0.078 -0.0393
C -0.822221 -3.081478 2.368021 -0.090 0.022 -0.003 -0.2655
C 0.216701 -3.487826 3.406143 0.047 0.048 -0.049 -0.1945
C 1.590495 -2.822525 3.263418 -0.066 0.053 -0.016 -0.2089
C 2.231543 -2.958889 1.878609 -0.007 -0.039 0.013 -0.2314
N 2.673854 -1.638566 1.349793 -0.285 -0.022 0.102 -0.0630
H -1.364076 -1.239462 3.125544 0.016 -0.030 0.014 0.0799
H -1.677820 -1.424051 1.537818 -0.061 0.000 0.061 0.0731
H -0.540280 -3.436379 1.375895 0.008 -0.026 0.005 0.1047
H -1.765785 -3.576659 2.616340 0.015 -0.012 -0.007 0.1162
H 0.311536 -4.575168 3.359585 0.026 -0.005 0.016 0.1202
H -0.164951 -3.258175 4.404617 -0.007 -0.037 0.008 0.1151
H 2.257166 -3.219961 4.029477 -0.007 -0.029 -0.007 0.1131
H 1.480432 -1.756903 3.485853 0.020 0.006 -0.005 0.0725
H 1.517977 -3.346430 1.153667 0.004 -0.025 0.004 0.1049
H 3.070989 -3.655518 1.907110 0.021 0.026 -0.025 0.1203
H 2.966797 -1.735328 0.382577 0.044 0.031 0.003 0.0984
H 3.480705 -1.308447 1.869037 -0.011 0.035 -0.008 0.0956
Cl 0.039822 0.323845 -3.755495 0.033 -0.022 0.000 0.6641
C -1.130940 0.581049 -2.474733 -0.172 0.166 0.001 -1.5164
Cl -2.169716 -0.851627 -2.283627 -0.012 0.012 0.017 0.6375
Cl -2.121976 1.989111 -2.845762 0.011 -0.017 -0.024 0.6498
C -0.396059 0.709245 -1.113469 0.308 -0.094 0.008 -0.7772
O 0.537437 -0.032287 -0.895997 -0.324 0.218 -0.328 -0.0602
O -0.935226 1.597370 -0.321359 0.151 0.316 0.418 -0.4088
C 3.381239 7.057323 1.610111 -0.010 0.052 0.017 -0.0308
C 2.520413 5.830113 1.629501 0.040 -0.069 0.030 -0.2361
C 2.923340 4.681860 2.302499 -0.016 0.061 -0.055 -0.0009
C 2.158726 3.523705 2.332383 -0.141 -0.025 0.043 -0.2937
C 2.680366 2.363405 3.134031 -0.009 -0.064 -0.050 -0.0852
C 0.915993 3.550102 1.668343 0.072 0.208 -0.456 -0.4189
Te -0.419855 1.951171 1.691021 -0.057 -0.493 -0.399 1.5981
C 0.472361 4.703079 0.991805 -0.022 0.097 0.045 -0.3038
C -0.848342 4.767688 0.274929 -0.026 -0.028 -0.078 -0.0783
C 1.290626 5.821720 0.984226 0.008 -0.048 -0.021 0.0011
H 4.374825 6.856812 2.005704 0.000 -0.004 -0.004 0.0812
H 2.929459 7.847009 2.213622 0.005 -0.006 0.003 0.0946
H 3.481487 7.444272 0.595963 0.009 -0.008 0.000 0.0899
H 3.870878 4.687420 2.827460 0.010 -0.007 -0.008 0.1224
H 3.688362 2.576275 3.483067 -0.015 0.030 0.046 0.0824
H 2.712931 1.446357 2.543873 -0.004 0.024 -0.015 0.0129
H 2.055545 2.165887 4.007220 0.012 -0.019 0.007 0.0859
H -0.900952 4.062434 -0.556718 0.007 0.024 0.030 0.0610
H -1.009441 5.764080 -0.130289 -0.010 0.007 0.017 0.0881
H -1.681653 4.548439 0.948347 0.002 -0.010 0.012 0.0737
H 0.960442 6.710251 0.459119 -0.008 -0.008 -0.008 0.1287
```
Forces are in eV/Å.

Frontier orbital gap = 7.179 eV
F_max = 0.87 eV/Å
Lowest unoccupied orbital energy = -4.262 eV
HOMO = -11.44 eV
Charge = +1
Energy above the lowest of the compared OMol25 structures with the same formula, charge and spin = 0.00 kcal per mole